Entry 1:
{
  "formula": "C41H39IrN5O6P",
  "method": "wB97M-V/def2-TZVPD",
  "symbols": ["Ir", "O", "C", "O", "C", "C", "C", "C", "C", "N", "H", "H", "H", "H", "C", "C", "C", "C", "C", "C", "P", "C", "C", "C", "C", "C", "C", "C", "C", "C", "C", "C", "C", "C", "C", "C", "C", "H", "H", "H", "H", "H", "H", "H", "H", "H", "H", "H", "H", "H", "H", "H", "H", "C", "C", "C", "C", "C", "C", "O", "N", "C", "O", "N", "C", "O", "H", "H", "H", "H", "H", "H", "H", "H", "H", "H", "H", "N", "C", "N", "C", "C", "O", "C", "C", "H", "H", "H", "H", "H", "H", "H", "H"],
  "coordinates": [[3.5371, -7.5477, 18.4016], [5.5665, -5.6815, 21.6635], [5.2291, -6.3887, 20.7295], [4.4749, -6.0056, 19.6642], [5.6803, -7.7983, 20.5988], [6.3223, -8.4451, 21.6664], [6.8570, -9.7193, 21.4207], [6.7625, -10.2574, 20.1242], [6.0666, -9.5576, 19.1260], [5.4302, -8.3688, 19.3811], [6.3969, -7.9392, 22.6266], [7.3306, -10.2610, 22.2313], [7.1400, -11.2435, 19.8871], [5.9559, -10.0067, 18.1402], [4.3445, -3.1153, 13.7083], [4.1554, -4.5020, 13.8344], [3.7595, -5.0528, 15.0520], [3.5979, -4.2389, 16.1985], [3.7114, -2.8356, 16.0595], [4.1130, -2.3015, 14.8299], [2.9785, -5.0888, 17.6888], [2.8529, -3.7886, 18.9451], [1.7550, -3.7723, 19.8115], [1.7070, -2.8354, 20.8530], [2.7445, -1.9143, 21.0500], [3.8565, -1.9652, 20.1920], [3.9288, -2.9082, 19.1701], [1.3252, -5.3668, 17.1224], [0.4412, -4.3144, 16.8943], [-0.8406, -4.5636, 16.3369], [-1.2275, -5.8549, 16.0292], [-0.3152, -6.9367, 16.2382], [-0.7035, -8.2693, 15.9406], [0.2055, -9.2811, 16.1462], [1.5274, -9.0292, 16.6437], [1.9732, -7.7924, 17.1444], [1.0280, -6.6974, 16.8001], [4.6599, -2.6740, 12.7658], [4.3091, -5.1576, 12.9770], [3.5644, -6.1235, 15.1268], [3.4542, -2.1688, 16.8772], [4.2649, -1.2332, 14.7735], [0.9363, -4.4887, 19.6928], [0.8411, -2.8415, 21.5073], [2.6746, -1.1587, 21.8235], [4.6820, -1.2768, 20.3244], [4.8124, -2.9625, 18.5364], [0.7506, -3.3048, 17.1443], [-1.5130, -3.7321, 16.1672], [-2.2192, -6.0703, 15.6314], [-1.7119, -8.4606, 15.5846], [-0.0774, -10.3086, 15.9229], [2.1693, -9.9055, 16.7013], [3.4397, -10.3886, 22.8547], [3.3274, -11.7175, 22.0725], [2.4375, -11.6375, 20.8381], [2.1403, -13.0247, 20.2896], [1.2834, -13.0658, 18.9991], [1.0738, -11.0115, 21.2455], [0.2009, -11.5760, 21.8632], [0.9517, -9.6213, 20.8964], [1.8207, -8.8618, 20.1214], [1.6698, -7.6369, 19.9309], [2.8827, -9.5032, 19.5345], [3.2395, -10.8495, 19.7044], [4.1450, -11.4088, 19.0946], [4.1965, -10.5354, 23.6394], [2.5091, -10.1200, 23.3767], [3.7474, -9.5360, 22.2485], [2.9212, -12.5093, 22.7469], [4.3265, -12.0675, 21.7249], [1.6513, -13.6161, 21.0933], [3.1251, -13.4824, 20.0828], [0.2644, -12.6736, 19.1743], [1.1972, -14.0986, 18.6241], [1.7422, -12.4610, 18.2003], [0.1205, -9.1396, 21.2096], [5.0261, -7.3497, 16.8252], [5.9465, -6.6107, 16.7289], [6.9752, -5.7975, 16.7978], [7.8083, -5.6694, 18.0414], [8.1247, -4.1982, 18.3021], [8.7610, -3.5832, 17.1104], [7.8064, -3.6289, 15.9755], [7.5041, -5.0822, 15.5987], [8.7627, -6.2121, 17.8835], [7.2805, -6.1290, 18.8937], [8.8660, -4.1460, 19.1093], [7.2231, -3.6269, 18.5995], [8.3267, -3.1599, 15.1290], [6.9059, -3.0547, 16.2342], [8.4410, -5.5827, 15.2842], [6.7669, -5.1506, 14.7900]],
  "lowdin_charge": [1.50, 0.05, -0.58, -0.29, -0.28, -0.03, -0.12, -0.11, -0.16, -0.08, 0.12, 0.09, 0.09, 0.10, -0.07, -0.08, -0.11, -0.30, -0.08, -0.08, 1.09, -0.35, -0.07, -0.06, -0.06, -0.06, -0.10, -0.35, -0.06, -0.06, -0.02, -0.14, -0.05, -0.07, -0.10, -0.28, -0.17, 0.10, 0.11, 0.09, 0.10, 0.10, 0.12, 0.10, 0.10, 0.10, 0.09, 0.11, 0.10, 0.11, 0.11, 0.10, 0.09, -0.07, -0.16, -0.31, -0.20, -0.07, -0.36, 0.11, 0.21, -0.53, -0.03, 0.09, -0.38, 0.06, 0.08, 0.08, 0.06, 0.13, 0.13, 0.13, 0.12, 0.08, 0.08, 0.07, 0.16, 0.06, -0.22, -0.04, -0.07, -0.14, -0.15, -0.15, -0.09, 0.14, 0.12, 0.13, 0.12, 0.13, 0.11, 0.14, 0.12],
  "e_tot_ev": -75009.11562,
  "s2": 6.041,
  "mol_weight_g_mol": 920.98,
  "multiplicity": 5,
  "orbital_gap_ev": [3.33, 5.46]
}

=====

Entry 2:
{
  "formula": "C41H40BMnN8O",
  "method": "wB97M-V/def2-TZVPD",
  "symbols": ["Mn", "C", "C", "C", "C", "N", "N", "B", "N", "N", "C", "C", "C", "C", "C", "C", "C", "C", "C", "C", "N", "N", "C", "C", "C", "C", "C", "C", "C", "C", "C", "C", "C", "C", "C", "C", "C", "C", "H", "H", "H", "H", "H", "H", "H", "H", "H", "H", "H", "H", "H", "H", "H", "H", "H", "H", "H", "H", "H", "H", "H", "H", "H", "H", "H", "H", "O", "N", "C", "C", "C", "C", "C", "H", "H", "H", "H", "H", "N", "C", "C", "C", "C", "C", "C", "H", "H", "H", "H", "H", "H", "H"],
  "coordinates": [[0.0400, -0.0430, -0.2086], [-0.4707, 1.2890, 4.9986], [0.1777, 0.5992, 3.8595], [1.1759, -0.3630, 3.8885], [1.3533, -0.7730, 2.5668], [0.5145, -0.0681, 1.7715], [-0.1809, 0.7702, 2.5756], [-1.2680, 1.6895, 2.0023], [-0.6102, 2.5409, 0.9032], [0.0911, 2.0097, -0.1304], [0.5562, 3.0540, -0.8752], [0.1258, 4.2403, -0.2757], [-0.6049, 3.8829, 0.8396], [-1.2652, 4.7802, 1.8138], [1.3859, 3.0254, -2.0760], [1.8886, 1.8375, -2.6022], [2.6845, 1.8209, -3.7297], [2.9694, 3.0041, -4.3888], [2.4735, 4.1961, -3.8866], [1.7036, 4.2167, -2.7398], [-2.2777, 0.7554, 1.3228], [-1.8212, -0.0792, 0.3701], [-2.8599, -0.8633, -0.0107], [-3.9845, -0.5024, 0.7281], [-3.5773, 0.5245, 1.5707], [-4.3744, 1.2538, 2.5796], [-2.7591, -1.9441, -0.9823], [-1.5703, -2.6697, -1.0959], [-1.4811, -3.7535, -1.9443], [-2.5781, -4.1258, -2.7060], [-3.7555, -3.3974, -2.6242], [-3.8504, -2.3137, -1.7694], [2.2101, -1.8684, 2.1277], [1.7250, -2.7695, 1.1838], [2.4836, -3.8497, 0.7783], [3.7365, -4.0568, 1.3329], [4.2143, -3.1849, 2.3020], [3.4609, -2.0953, 2.7032], [-0.0295, 0.9426, 5.9294], [-1.5376, 1.0684, 5.0129], [-0.3580, 2.3690, 4.9239], [1.6759, -0.7456, 4.7550], [-1.7589, 2.3577, 2.8271], [0.3124, 5.2413, -0.5996], [-1.0904, 5.8144, 1.5319], [-0.8731, 4.6251, 2.8167], [-2.3381, 4.6026, 1.8411], [1.6190, 0.9153, -2.1194], [3.0758, 0.8842, -4.1003], [3.5663, 2.9909, -5.2857], [2.6950, 5.1213, -4.3919], [1.3441, 5.1664, -2.3810], [-4.9557, -0.9479, 0.6826], [-5.4080, 0.9248, 2.5481], [-4.3450, 2.3253, 2.4021], [-3.9840, 1.0676, 3.5772], [-0.7211, -2.3785, -0.4714], [-0.5679, -4.3231, -1.9944], [-2.5103, -4.9835, -3.3561], [-4.6158, -3.6953, -3.2018], [-4.7662, -1.7461, -1.7185], [0.7100, -2.6401, 0.8338], [2.0897, -4.5420, 0.0513], [4.3234, -4.9124, 1.0324], [5.1737, -3.3645, 2.7626], [3.8380, -1.4260, 3.4642], [1.7726, -0.6979, -0.7944], [3.0643, -0.4933, -0.7285], [3.8780, -1.2403, -1.4934], [5.2322, -0.9977, -1.5316], [5.7681, 0.0215, -0.7557], [4.9111, 0.7637, 0.0473], [3.5618, 0.4873, 0.0420], [3.4011, -2.0132, -2.0760], [5.8594, -1.5918, -2.1764], [6.8236, 0.2349, -0.7843], [5.2797, 1.5662, 0.6672], [2.8355, 1.0434, 0.6233], [-0.7889, 0.0637, -2.3412], [-1.3245, 1.2978, -2.8707], [-0.8491, 1.8192, -4.0673], [-1.3511, 3.0157, -4.5525], [-2.3312, 3.6949, -3.8499], [-2.8329, 3.1593, -2.6741], [-2.3341, 1.9653, -2.1859], [-0.1088, -0.2967, -3.0158], [-1.5516, -0.6206, -2.3110], [-0.0950, 1.2850, -4.6287], [-0.9862, 3.4085, -5.4898], [-2.7047, 4.6376, -4.2147], [-3.6263, 3.6653, -2.1459], [-2.7334, 1.5468, -1.2742]],
  "lowdin_charge": [0.93, 0.01, -0.23, 0.07, -0.20, 0.04, 0.05, -0.49, 0.05, 0.06, -0.18, 0.06, -0.23, 0.01, -0.16, -0.08, -0.07, -0.06, -0.05, -0.01, 0.06, -0.01, -0.21, 0.07, -0.22, 0.01, -0.20, -0.06, -0.05, -0.04, -0.04, 0.00, -0.19, -0.05, -0.06, -0.06, -0.06, -0.02, 0.10, 0.09, 0.09, 0.13, 0.12, 0.12, 0.10, 0.09, 0.09, 0.06, 0.11, 0.11, 0.12, 0.11, 0.13, 0.10, 0.09, 0.09, 0.07, 0.11, 0.12, 0.12, 0.12, 0.08, 0.11, 0.11, 0.11, 0.12, -0.23, -0.15, 0.02, 0.00, 0.00, 0.01, 0.01, 0.15, 0.13, 0.13, 0.13, 0.14, 0.09, -0.29, -0.04, -0.05, -0.06, -0.06, -0.03, 0.12, 0.08, 0.12, 0.12, 0.11, 0.11, 0.10],
  "e_tot_ev": -89120.79229,
  "total_charge": 2,
  "s2": 2.028,
  "mol_weight_g_mol": 726.58,
  "multiplicity": 3,
  "orbital_gap_ev": [6.42, 6.97]
}